No. 1
Formula: C28H77CrN7O11S
Source: OMol25
Level of theory: ωB97M-V/def2-TZVPD

Geometry (Å):
Cr (1.300, 1.150, 1.994)
S (-0.521, -0.698, 1.330)
O (0.782, -0.291, 0.683)
O (-0.390, -1.931, 2.089)
O (-0.652, 0.474, 2.279)
O (-1.550, -0.762, 0.329)
C (3.827, 3.181, -0.706)
C (4.069, 2.617, 0.701)
C (3.783, 3.640, 1.768)
O (4.635, 4.740, 1.616)
C (4.640, 5.625, 2.717)
N (3.183, 1.419, 0.943)
H (4.762, 3.222, -1.258)
H (3.471, 4.212, -0.627)
H (3.055, 2.648, -1.256)
H (5.111, 2.303, 0.769)
H (3.926, 3.195, 2.772)
H (2.721, 3.928, 1.743)
H (4.577, 6.636, 2.307)
H (5.566, 5.573, 3.294)
H (3.784, 5.468, 3.377)
H (3.258, 0.776, 0.125)
H (3.828, 0.856, 1.523)
C (0.063, 2.596, -0.777)
C (0.307, 3.684, 0.255)
C (-0.687, 4.824, 0.141)
O (-0.382, 5.810, 1.079)
C (-1.013, 7.029, 0.799)
N (0.288, 3.110, 1.618)
H (-0.156, 3.021, -1.761)
H (-0.766, 1.941, -0.495)
H (0.949, 1.978, -0.943)
H (1.280, 4.139, 0.041)
H (-1.705, 4.399, 0.206)
H (-0.626, 5.225, -0.883)
H (-0.699, 7.483, -0.152)
H (-0.813, 7.730, 1.605)
H (-2.101, 6.907, 0.707)
H (0.601, 3.824, 2.277)
H (-0.708, 2.984, 1.867)
C (2.753, -4.801, 2.108)
C (3.087, -3.333, 2.280)
C (3.043, -2.579, 0.945)
O (3.731, -3.240, -0.093)
C (5.061, -2.800, -0.248)
N (2.143, -2.760, 3.271)
H (2.759, -5.347, 3.044)
H (3.443, -5.258, 1.393)
H (1.795, -4.911, 1.583)
H (4.101, -3.221, 2.692)
H (3.327, -1.521, 1.070)
H (1.970, -2.503, 0.724)
H (5.573, -3.487, -0.921)
H (5.589, -2.845, 0.712)
H (5.141, -1.790, -0.666)
H (1.272, -2.740, 2.724)
H (2.277, -1.748, 3.349)
C (-1.123, -4.229, -0.872)
C (-2.271, -4.599, 0.077)
C (-1.950, -5.749, 0.961)
O (-1.904, -6.942, 0.198)
C (-1.653, -8.061, 0.983)
N (-2.527, -3.441, 0.974)
H (-0.289, -3.770, -0.330)
H (-1.435, -3.509, -1.633)
H (-0.728, -5.114, -1.388)
H (-3.186, -4.716, -0.504)
H (-2.725, -5.839, 1.736)
H (-1.009, -5.579, 1.507)
H (-1.538, -8.938, 0.350)
H (-2.495, -8.275, 1.667)
H (-0.785, -7.959, 1.651)
H (-1.691, -3.171, 1.503)
H (-2.506, -2.625, 0.362)
C (3.249, -0.276, -3.718)
C (2.142, -0.577, -2.711)
C (1.521, -1.943, -2.839)
O (1.118, -2.150, -4.183)
C (0.502, -3.410, -4.369)
N (2.715, -0.410, -1.346)
H (3.607, 0.727, -3.488)
H (2.896, -0.309, -4.747)
H (4.036, -1.033, -3.648)
H (1.421, 0.242, -2.791)
H (0.697, -2.069, -2.121)
H (2.268, -2.714, -2.586)
H (0.634, -3.698, -5.409)
H (-0.581, -3.323, -4.191)
H (0.846, -4.175, -3.667)
H (1.988, -0.647, -0.674)
H (3.478, -1.076, -1.302)
C (-4.508, 1.325, -2.385)
C (-3.764, 0.050, -2.770)
C (-2.318, 0.315, -3.158)
O (-2.313, 1.121, -4.339)
C (-1.105, 1.802, -4.548)
N (-3.835, -0.838, -1.599)
H (-5.549, 1.050, -2.211)
H (-4.510, 2.049, -3.200)
H (-4.066, 1.716, -1.468)
H (-4.264, -0.481, -3.582)
H (-1.869, -0.656, -3.414)
H (-1.757, 0.794, -2.346)
H (-0.775, 2.396, -3.686)
H (-1.266, 2.474, -5.394)
H (-0.316, 1.101, -4.845)
H (-3.230, -0.552, -0.834)
H (-3.666, -1.813, -1.806)
C (-4.605, 3.284, 3.209)
C (-3.674, 2.072, 3.175)
C (-3.938, 1.190, 1.972)
O (-5.298, 0.809, 2.000)
C (-5.590, -0.070, 0.943)
N (-2.282, 2.543, 3.177)
H (-5.636, 2.947, 3.084)
H (-4.391, 3.853, 2.299)
H (-4.548, 3.868, 4.125)
H (-3.888, 1.418, 4.035)
H (-3.299, 0.302, 2.010)
H (-3.752, 1.722, 1.023)
H (-4.931, -0.945, 0.909)
H (-5.525, 0.416, -0.041)
H (-6.620, -0.414, 1.039)
H (-2.086, 2.944, 4.088)
H (-1.611, 1.787, 3.023)

The frontier orbital gap (spin up / spin down) is 7.37 / 7.07 eV. Its multiplicity is 5. As for the total charge: 0. The calculation puts the total energy at -102493.126 eV.

No. 2
Formula: C28H77N7O7
Source: OMol25
Level of theory: ωB97M-V/def2-TZVPD

Geometry (Å):
C (-3.089, 4.943, 17.135)
O (-2.673, 5.578, 15.977)
C (-3.376, 6.794, 15.630)
C (-2.715, 7.642, 14.556)
C (-3.067, 9.085, 14.790)
N (-3.149, 7.186, 13.260)
H (-2.883, 5.496, 18.052)
H (-2.495, 4.051, 17.333)
H (-4.161, 4.749, 17.110)
H (-4.437, 6.689, 15.404)
H (-3.352, 7.456, 16.495)
H (-1.632, 7.560, 14.649)
H (-2.567, 9.386, 15.711)
H (-4.151, 9.196, 14.833)
H (-2.632, 9.675, 13.983)
H (-2.938, 6.221, 13.050)
H (-4.147, 7.341, 13.245)
C (-10.252, -0.040, 16.470)
O (-10.193, -1.296, 17.093)
C (-10.528, -1.319, 18.496)
C (-10.450, -2.760, 19.027)
C (-11.778, -3.493, 19.013)
N (-9.972, -2.732, 20.414)
H (-9.954, -0.078, 15.422)
H (-9.626, 0.693, 16.979)
H (-11.289, 0.285, 16.542)
H (-9.738, -0.721, 18.950)
H (-11.508, -0.940, 18.785)
H (-9.702, -3.358, 18.507)
H (-11.729, -4.509, 19.406)
H (-12.246, -3.542, 18.030)
H (-12.456, -2.921, 19.646)
H (-9.932, -3.659, 20.813)
H (-9.025, -2.384, 20.377)
C (-4.175, -0.488, 14.946)
O (-3.699, 0.099, 13.745)
C (-4.545, 1.153, 13.277)
C (-3.905, 1.824, 12.097)
C (-3.463, 0.922, 10.930)
N (-2.661, 2.467, 12.522)
H (-5.191, -0.822, 14.733)
H (-4.153, 0.184, 15.804)
H (-3.579, -1.379, 15.145)
H (-5.535, 0.788, 13.005)
H (-4.628, 1.896, 14.070)
H (-4.536, 2.616, 11.693)
H (-4.193, 0.175, 10.620)
H (-2.483, 0.493, 11.139)
H (-3.321, 1.505, 10.020)
H (-2.752, 3.129, 13.279)
H (-2.092, 1.772, 12.985)
C (4.726, -2.046, 15.703)
O (4.528, -0.801, 15.207)
C (3.296, -0.233, 15.547)
C (2.094, -0.897, 14.852)
C (2.275, -0.963, 13.341)
N (0.856, -0.168, 15.084)
H (4.056, -2.794, 15.279)
H (4.590, -2.065, 16.784)
H (5.766, -2.355, 15.602)
H (3.080, -0.369, 16.607)
H (3.332, 0.841, 15.367)
H (1.937, -1.878, 15.300)
H (2.412, 0.065, 13.006)
H (1.345, -1.246, 12.848)
H (3.051, -1.640, 12.985)
H (0.682, -0.285, 16.072)
H (0.080, -0.687, 14.700)
C (-5.628, 3.847, 5.829)
O (-6.228, 5.127, 5.913)
C (-5.696, 5.954, 6.891)
C (-6.077, 7.507, 6.698)
C (-5.253, 7.978, 5.505)
N (-5.647, 8.327, 7.863)
H (-5.890, 3.338, 4.902)
H (-5.942, 3.245, 6.682)
H (-4.538, 3.853, 5.819)
H (-6.080, 5.681, 7.874)
H (-4.608, 5.892, 6.929)
H (-7.118, 7.642, 6.405)
H (-5.600, 8.951, 5.157)
H (-5.346, 7.347, 4.622)
H (-4.176, 7.976, 5.679)
H (-4.653, 8.324, 8.039)
H (-5.903, 9.260, 7.574)
C (-9.843, -8.733, 14.742)
O (-8.771, -8.072, 14.090)
C (-9.085, -6.750, 13.700)
C (-7.929, -6.029, 13.032)
C (-8.274, -4.618, 12.544)
N (-7.479, -6.882, 11.904)
H (-9.494, -9.761, 14.842)
H (-10.739, -8.741, 14.121)
H (-10.118, -8.229, 15.669)
H (-9.952, -6.714, 13.042)
H (-9.413, -6.157, 14.554)
H (-7.163, -6.023, 13.808)
H (-8.471, -3.923, 13.360)
H (-9.064, -4.758, 11.807)
H (-7.393, -4.191, 12.064)
H (-8.133, -6.755, 11.145)
H (-7.600, -7.760, 12.390)
C (-0.465, -3.180, 19.464)
O (-1.350, -2.110, 19.735)
C (-2.586, -2.629, 20.329)
C (-3.421, -1.525, 21.042)
C (-2.713, -0.850, 22.239)
N (-4.599, -2.164, 21.612)
H (-0.702, -3.398, 18.423)
H (-0.613, -4.090, 20.046)
H (0.587, -2.902, 19.405)
H (-3.198, -3.077, 19.546)
H (-2.397, -3.452, 21.018)
H (-3.723, -0.688, 20.413)
H (-3.273, -0.015, 22.659)
H (-1.787, -0.394, 21.888)
H (-2.623, -1.601, 23.024)
H (-4.280, -2.624, 22.454)
H (-5.110, -1.368, 21.965)

The frontier orbital gap is 9.23 eV. Its SMILES is COC[C@H](C)N.COC[C@H](C)N.COC[C@H](C)N.COC[C@H](C)N.COC[C@H](C)N.COC[C@H](C)N.COC[C@H](C)N. The energy relative to the best compared isomer or geometry (same formula, charge and spin) is 84.91 kcal/mol. As for the total charge: 0. The calculation puts the total energy at -55041.453 eV.

No. 3
Formula: C28H78N2O27P7
Source: OMol25
Level of theory: ωB97M-V/def2-TZVPD

Geometry (Å):
C (-0.634, -3.501, 6.074)
C (-0.449, -2.396, 4.851)
O (0.695, -1.476, 5.087)
P (1.133, -0.741, 3.536)
O (2.092, 0.490, 3.912)
C (-0.451, -0.137, 2.650)
C (0.018, 0.855, 1.435)
N (-0.385, 0.427, 0.047)
C (-0.158, -1.034, -0.232)
C (-1.494, -1.977, -0.248)
N (-2.713, -1.347, -0.911)
C (-2.997, -0.071, -0.091)
C (-1.737, 0.933, -0.379)
O (2.087, -1.890, 2.640)
C (3.315, -1.295, 2.090)
C (4.017, -2.228, 0.898)
H (-1.543, -4.227, 5.834)
H (0.338, -4.124, 6.281)
H (-0.933, -2.926, 7.054)
H (-1.416, -1.716, 4.818)
H (-0.276, -2.984, 3.841)
H (-1.027, 0.550, 3.437)
H (-1.207, -0.978, 2.350)
H (1.209, 0.929, 1.431)
H (-0.344, 1.961, 1.703)
H (0.321, -1.102, -1.321)
H (0.653, -1.540, 0.482)
H (-1.849, -2.367, 0.798)
H (-1.254, -2.953, -0.892)
H (-3.537, -1.989, -0.792)
H (-2.591, -1.155, -1.932)
H (-3.951, 0.425, -0.577)
H (-3.124, -0.300, 1.063)
H (-1.646, 1.292, -1.509)
H (-1.959, 1.932, 0.236)
H (3.029, -0.262, 1.594)
H (4.161, -1.088, 2.874)
H (5.103, -2.568, 1.252)
H (3.381, -3.198, 0.672)
H (4.097, -1.527, -0.052)
C (7.255, -0.531, -4.642)
O (7.232, -0.940, -3.287)
P (6.888, -2.624, -3.093)
O (5.714, -2.274, -2.176)
O (8.249, -2.823, -2.178)
C (8.764, -1.755, -1.395)
O (6.543, -4.308, -2.899)
C (7.117, -5.113, -3.916)
H (7.468, 0.538, -4.680)
H (8.038, -1.074, -5.178)
H (6.285, -0.724, -5.103)
H (7.970, -1.137, -0.967)
H (9.417, -1.146, -2.025)
H (9.361, -2.166, -0.582)
H (8.201, -4.989, -3.923)
H (6.701, -4.826, -4.882)
H (6.874, -6.157, -3.714)
C (-1.756, 1.840, 11.402)
O (-1.082, 0.693, 11.886)
P (-0.426, -0.291, 10.624)
O (-1.197, -1.496, 11.169)
O (1.068, -0.241, 11.326)
C (1.208, -0.099, 12.733)
O (0.229, -1.276, 9.361)
C (0.725, -0.519, 8.268)
H (-2.148, 2.400, 12.252)
H (-1.059, 2.470, 10.845)
H (-2.583, 1.537, 10.756)
H (0.424, -0.629, 13.281)
H (1.185, 0.966, 12.978)
H (2.175, -0.497, 13.037)
H (1.508, 0.159, 8.609)
H (-0.092, 0.046, 7.821)
H (1.138, -1.205, 7.528)
C (-2.127, -7.305, -4.325)
O (-2.387, -6.636, -3.104)
P (-3.700, -5.516, -3.212)
O (-2.784, -4.400, -2.705)
O (-4.447, -6.230, -1.923)
C (-3.692, -6.875, -0.907)
O (-5.014, -4.395, -3.319)
C (-6.060, -4.845, -4.166)
H (-1.284, -7.982, -4.179)
H (-3.006, -7.882, -4.624)
H (-1.877, -6.578, -5.099)
H (-2.748, -6.360, -0.705)
H (-3.500, -7.905, -1.218)
H (-4.277, -6.899, 0.011)
H (-6.454, -5.794, -3.799)
H (-5.677, -4.965, -5.179)
H (-6.855, -4.099, -4.165)
C (9.214, 7.134, -5.874)
O (7.971, 6.469, -5.750)
P (8.112, 4.897, -5.042)
O (7.409, 4.290, -6.258)
O (6.981, 5.282, -3.900)
C (5.956, 6.226, -4.178)
O (8.252, 3.325, -4.333)
C (9.243, 3.259, -3.320)
H (9.044, 8.108, -6.335)
H (9.657, 7.276, -4.885)
H (9.886, 6.548, -6.503)
H (5.608, 6.163, -5.214)
H (6.339, 7.228, -3.969)
H (5.111, 6.039, -3.516)
H (9.011, 3.968, -2.525)
H (10.217, 3.487, -3.753)
H (9.257, 2.248, -2.911)
C (-9.240, 1.050, -4.658)
O (-10.483, 0.384, -4.534)
P (-10.342, -1.188, -3.826)
O (-11.045, -1.794, -5.043)
O (-11.472, -0.802, -2.684)
C (-12.498, 0.141, -2.963)
O (-10.201, -2.760, -3.117)
C (-9.211, -2.826, -2.104)
H (-9.410, 2.024, -5.119)
H (-8.797, 1.192, -3.669)
H (-8.568, 0.464, -5.287)
H (-12.846, 0.079, -3.998)
H (-12.114, 1.143, -2.754)
H (-13.343, -0.045, -2.301)
H (-9.443, -2.116, -1.309)
H (-8.237, -2.598, -2.537)
H (-9.197, -3.836, -1.695)
C (-2.455, 6.709, 1.407)
O (-2.054, 7.340, 0.205)
P (-0.619, 6.651, -0.475)
O (0.041, 8.032, -0.468)
O (-1.384, 6.425, -1.922)
C (-2.438, 7.284, -2.333)
O (0.815, 5.963, -1.155)
C (0.891, 4.557, -0.983)
H (-3.355, 7.203, 1.776)
H (-2.675, 5.656, 1.216)
H (-1.662, 6.796, 2.152)
H (-2.271, 8.319, -2.022)
H (-3.375, 6.911, -1.912)
H (-2.518, 7.256, -3.419)
H (0.031, 4.077, -1.451)
H (0.916, 4.325, 0.082)
H (1.807, 4.197, -1.453)

The frontier orbital gap is 5.10 eV. As for the total charge: +1. The calculation puts the total energy at -153557.763 eV.

- What is the total charge in the third record?
  +1

- Which of these has the highest total charge?
  C28H78N2O27P7